[1]
The following is a quantum chemistry calculation of a 2-piece molecular cluster, C11H26ClN4O6P2 overall at a distorted geometry, from the OMol25 dataset.

```
! wB97M-V def2-TZVPD RIJCOSX def2/J DEFGRID3
* xyz 1 1
N 1.499 3.874 0.533
C 0.180 4.400 0.527
O -0.485 4.518 1.522
C -0.403 4.700 -0.833
C -1.752 3.990 -1.022
C -1.713 2.457 -0.910
Cl -3.145 1.778 -1.731
N -1.953 2.148 0.555
C -1.777 0.721 0.968
C -0.529 0.076 0.396
N -0.608 -1.341 0.754
C -0.439 0.283 -1.133
P 0.992 -0.555 -1.904
O 0.580 -1.157 -3.175
O 2.057 0.613 -1.958
O 1.685 -1.532 -0.868
C -0.436 1.813 -1.431
P -0.245 2.197 -3.254
O 1.007 2.909 -3.573
H 2.165 4.604 0.784
H 1.554 3.203 1.298
H 0.330 4.493 -1.608
H -0.616 5.770 -0.872
H -2.443 4.369 -0.270
H -2.156 4.261 -1.992
H -2.927 2.404 0.731
H -1.391 2.766 1.157
H -2.666 0.153 0.705
H -1.694 0.718 2.054
H 0.345 0.565 0.847
H -1.204 -1.470 1.564
H 0.307 -1.662 1.056
H -1.316 -0.187 -1.577
H 2.962 0.274 -1.906
H 1.131 -2.315 -0.721
H 0.435 2.228 -0.922
H -0.444 0.956 -3.871
H -1.391 2.957 -3.538
C 2.441 -5.364 1.078
C 1.500 -4.447 1.819
O 1.646 -3.227 1.793
N 0.494 -5.016 2.518
C 0.181 -6.429 2.656
H 3.185 -4.753 0.577
H 2.945 -6.043 1.765
H 1.906 -5.955 0.334
H -0.092 -4.354 3.003
H -0.822 -6.636 2.284
H 0.230 -6.729 3.702
H 0.888 -7.026 2.092
*
```

Properties
* HOMO: -12.15 eV
* orbital gap: 9.412 eV

---

[2]
The following is a quantum chemistry calculation of a 2-piece molecular cluster, C3H4BrNO overall at a distorted geometry, from the OMol25 dataset.

```
! wB97M-V def2-TZVPD RIJCOSX def2/J DEFGRID3
* xyz 0 1
C 1.255 -0.959 -0.308
C -0.063 -1.048 -0.140
C -0.783 -0.175 0.778
N -0.091 1.485 -0.196
O -1.501 0.086 1.660
Br -0.748 2.776 0.901
H 1.557 -1.728 -1.068
H 1.874 -0.446 0.404
H -0.834 -1.365 -0.918
H -0.666 1.375 -1.112
*
```

Properties
* energy above the lowest of the compared OMol25 structures with the same formula, charge and spin: 89.1 kcal per mole
* HOMO (alpha / beta): -8.45 / -8.45 eV
* orbital gap (alpha / beta): 8.450 / 8.451 eV

---

[3]
The following is a quantum chemistry calculation of one molecule with the formula C4H4O2, from the OMol25 dataset.

```
! wB97M-V def2-TZVPD RIJCOSX def2/J DEFGRID3
* xyz 0 1
O 1.485 -0.386 -1.280
C 0.132 0.031 -1.268
C -0.126 0.801 0.021
O 0.149 1.975 0.130
C -0.596 0.019 1.166
C -0.966 -0.628 2.113
H 1.779 -0.522 -0.370
H -0.553 -0.823 -1.374
H -0.013 0.719 -2.105
H -1.293 -1.186 2.965
*
```

Properties
* energy above the lowest of the compared OMol25 structures with the same formula, charge and spin: 49.5 kcal per mole
* HOMO: -10.43 eV
* orbital gap: 10.199 eV

---

[4]
The following is a quantum chemistry calculation of one molecule with the formula C2H4ClP at a distorted geometry, from the OMol25 dataset.

```
! wB97M-V def2-TZVPD RIJCOSX def2/J DEFGRID3
* xyz 0 1
C 0.884 0.163 -0.633
C 0.243 -0.141 0.569
P -1.453 -0.785 -0.299
Cl -2.778 0.696 0.157
H 0.914 1.224 -0.936
H 1.537 -0.647 -1.032
H 0.701 -1.078 0.888
H -0.048 0.569 1.287
*
```

Properties
* energy above the lowest of the compared OMol25 structures with the same formula, charge and spin: 38.0 kcal per mole
* HOMO (alpha / beta): -7.74 / -7.81 eV
* orbital gap (alpha / beta): 7.153 / 7.437 eV